Entry 1:
DFT (wB97M-V/def2-TZVPD) results for an isolated ion of composition C4H9O2 and charge +1 in a non-equilibrium geometry.

Positions of all 15 atoms, in Å:
H1 0.195 0.615 1.447
H2 -2.481 -0.972 0.095
O1 2.054 0.032 0.041
H3 1.721 2.266 0.272
H4 -1.414 -2.320 0.411
C1 -0.021 0.817 0.437
C2 1.257 1.316 -0.215
C3 -0.467 -0.440 -0.365
H5 -0.910 -0.280 -1.381
H6 1.596 -1.006 -1.374
H7 -1.398 -0.787 1.479
H8 1.133 1.573 -1.270
H9 -0.957 1.399 0.393
C4 -1.508 -1.240 0.487
O2 1.199 -0.976 -0.455

## Properties
charge: +1
electronic energy: -307.8364 hartree
LUMO level: -4.40 eV

Entry 2:
DFT (wB97M-V/def2-TZVPD) results for a 2-piece molecular cluster, C4H9O2 overall in a non-equilibrium geometry.

Positions of all 15 atoms, in Å:
O1 -0.410 0.731 -0.256
C1 -0.132 -1.133 1.240
C2 2.321 0.143 -2.773
O2 2.077 0.267 -1.592
H1 -0.425 -2.065 0.791
H2 -2.645 0.100 1.966
H3 1.689 -0.464 -3.467
H4 0.568 0.560 -0.741
H5 3.152 0.714 -3.221
C3 -1.963 0.739 1.412
H6 -0.236 -1.426 2.374
H7 -1.432 1.401 1.949
H8 0.888 -0.940 0.786
C4 -0.885 0.028 0.728
H9 -2.566 1.344 0.804

## Properties
charge: +1
electronic energy: -307.9607 hartree
LUMO level: -4.94 eV

Entry 3:
DFT (wB97M-V/def2-TZVPD) results for one molecule with the formula C4H9O2P in a non-equilibrium geometry.

Positions of all 16 atoms, in Å:
C1 -1.707 1.216 -0.308
H1 -1.630 1.381 -1.399
O1 0.716 0.764 -0.313
H2 -0.202 2.459 0.303
H3 -2.296 -2.107 0.337
C2 2.429 -0.777 -0.325
P1 -1.104 -1.467 0.198
H4 -2.507 1.760 0.255
H5 -0.406 1.044 1.389
C3 -0.352 1.441 0.356
O2 -2.058 -0.179 -0.230
H6 3.062 -0.556 0.567
C4 1.162 -0.321 0.284
H7 -0.807 -1.180 1.492
H8 2.545 -0.068 -1.181
H9 2.223 -1.775 -0.476

## Properties
charge: 0
electronic energy: -649.4696 hartree
LUMO level: 0.85 eV

Entry 4:
DFT (wB97M-V/def2-TZVPD) results for one molecule with the formula C4H9O2P in a non-equilibrium geometry.

Positions of all 16 atoms, in Å:
H1 0.073 -2.202 -0.659
C1 1.723 1.511 0.424
C2 -1.655 -0.366 0.856
P1 -0.402 1.066 -1.311
C3 0.402 -1.338 -0.092
O1 0.955 0.979 1.174
H2 1.337 -1.220 -0.605
H3 0.842 -1.515 0.905
H4 -1.327 0.117 1.713
O2 1.563 1.539 -0.803
H5 -2.558 0.276 0.700
H6 0.351 0.430 -2.367
H7 2.599 1.913 1.013
C4 -0.588 -0.215 -0.128
H8 -1.781 -1.415 1.030
H9 -1.535 0.439 -1.852

## Properties
charge: 0
electronic energy: -649.5142 hartree
LUMO level: -0.76 eV

Entry 5:
DFT (wB97M-V/def2-TZVPD) results for one molecule with the formula C4H9O2PS in a non-equilibrium geometry.

Positions of all 17 atoms, in Å:
C1 1.953 1.383 0.311
H1 1.604 2.256 0.759
H2 2.336 1.747 -0.638
H3 -4.588 0.648 0.324
H4 0.339 0.224 1.276
H5 -0.818 -2.006 0.296
O1 -3.739 0.859 0.167
H6 1.573 -1.079 -1.214
H7 -0.345 -2.045 -1.507
H8 2.733 1.123 0.909
P1 -2.543 -0.166 0.764
C2 1.050 -1.056 -0.167
H9 1.457 -1.705 0.703
O2 -0.038 0.942 -0.748
S1 -1.413 -0.081 -0.922
C3 -0.385 -1.473 -0.535
C4 0.825 0.428 0.223

## Properties
charge: 0
electronic energy: -1047.7425 hartree
LUMO level: 0.71 eV

Entry 6:
DFT (wB97M-V/def2-TZVPD) results for a 2-piece molecular cluster, C4H9O2S overall in a non-equilibrium geometry.

Positions of all 16 atoms, in Å:
H1 -1.996 1.933 0.332
C1 -0.064 -1.892 0.129
H2 1.364 -0.625 1.163
C2 0.360 1.441 -1.739
O1 -1.255 -2.123 0.469
H3 1.669 -2.406 1.354
S1 0.370 2.153 -0.113
H4 0.325 -1.645 2.248
H5 -0.537 1.718 -2.291
C3 0.925 -1.611 1.338
H6 -1.180 0.334 0.069
H7 -0.975 1.110 1.566
H8 1.234 1.754 -2.316
C4 -1.118 1.323 0.513
O2 0.453 -1.818 -1.008
H9 0.423 0.354 -1.713

## Properties
charge: -1
electronic energy: -706.5323 hartree
LUMO level: 3.29 eV

Please write out number 3 again, unchanged.
DFT (wB97M-V/def2-TZVPD) results for one molecule with the formula C4H9O2P in a non-equilibrium geometry.

Positions of all 16 atoms, in Å:
C1 -1.707 1.216 -0.308
H1 -1.630 1.381 -1.399
O1 0.716 0.764 -0.313
H2 -0.202 2.459 0.303
H3 -2.296 -2.107 0.337
C2 2.429 -0.777 -0.325
P1 -1.104 -1.467 0.198
H4 -2.507 1.760 0.255
H5 -0.406 1.044 1.389
C3 -0.352 1.441 0.356
O2 -2.058 -0.179 -0.230
H6 3.062 -0.556 0.567
C4 1.162 -0.321 0.284
H7 -0.807 -1.180 1.492
H8 2.545 -0.068 -1.181
H9 2.223 -1.775 -0.476

## Properties
charge: 0
electronic energy: -649.4696 hartree
LUMO level: 0.85 eV